Entry from the OMol25 dataset: C6H8N as an isolated structure (the ωB97M-V functional and the def2-TZVPD basis).

Computed properties:
**HOMO level**: -14.61 eV
**Total charge**: +1
**Gap between HOMO and LUMO**: 10.17 eV
**2S+1**: 1
**Energy relative to the best compared isomer or geometry (same formula, charge and spin)**: 711.6 kJ/mol

Positions of all 15 atoms, in Å:
C: 0.5094 -0.5269 0.2031
C: -1.9912 -0.5075 -0.7842
C: 2.2499 -0.4488 1.4394
C: 1.0296 0.3379 1.1967
C: 1.8250 -0.7082 0.0644
C: -2.0590 0.9601 -1.0994
N: -1.0828 -1.2940 -0.5541
H: -2.9932 -1.0781 -1.0348
H: 3.1138 0.0546 1.5954
H: 2.2251 -1.2207 2.1341
H: 0.8901 1.3416 1.4788
H: 2.6752 -0.6414 -0.7007
H: -2.6558 0.9615 -2.0775
H: -2.6873 1.4736 -0.4733
H: -1.0487 1.2960 -1.3880